A structure of composition C23H44BN3O24PS6. Source: the Open Molecules 2025 dataset; level of theory: ωB97M-V/def2-TZVPD.

Cartesian coordinates (Å):
C  3.62988  1.43247  -1.18079
C  2.75766  0.05425  -1.01790
N  3.52637  -1.14518  -0.52117
B  3.53310  -2.30255  -1.50052
C  4.77270  -2.43103  -2.62377
O  2.48724  -3.36019  -1.60833
C  3.15981  -1.55605  0.88544
N  2.01228  -2.46933  1.28819
C  0.68575  -2.03513  0.71155
C  -0.10010  -0.88549  1.63206
C  -0.50563  -1.12642  3.23138
C  -1.33195  0.02145  4.12454
C  -1.78249  1.45983  3.44242
C  -2.63923  2.57749  4.32091
C  -1.39670  1.73262  1.87096
C  -0.58754  0.58852  1.01624
N  3.96680  -1.12572  1.94691
P  3.54764  -1.67931  3.62828
O  4.16438  -3.14379  3.90316
S  5.36971  -0.10237  1.79586
C  6.58183  -0.62830  0.44418
O  6.17590  -0.24723  3.14594
O  5.00796  1.43254  1.72695
H  4.79069  1.28762  -1.20774
H  3.38932  2.08963  -0.21317
H  3.32823  2.10494  -2.09743
H  1.79629  0.30651  -0.39981
H  2.37432  -0.22528  -2.11342
H  4.87670  -3.56970  -2.90522
H  4.48838  -1.76362  -3.56754
H  5.73676  -2.07003  -2.06699
H  2.28236  -3.56756  -2.57265
H  2.25178  -3.45652  1.05074
H  -0.02648  -2.99222  0.76957
H  0.71640  -1.75017  -0.43530
H  -0.17197  -2.16277  3.70481
H  -1.65554  -0.13904  5.24852
H  -2.07117  2.64510  5.36849
H  -2.56321  3.66467  3.85858
H  -3.78078  2.27089  4.46293
H  -1.67868  2.73655  1.31826
H  -0.34942  0.81044  -0.12663
H  2.12826  -1.81084  3.84104
H  4.08169  -0.81732  4.65155
H  6.49775  0.09328  -0.49774
H  7.68048  -0.46226  0.86232
H  6.39762  -1.71471  0.03443
C  0.51371  2.80286  -6.43572
C  1.50696  3.61873  -5.61260
O  1.71645  2.86153  -4.42283
S  1.58592  1.27430  -4.77508
O  2.91711  0.74481  -4.97184
O  0.62932  0.68235  -3.86904
O  0.88317  1.43935  -6.23686
H  -0.50804  2.93630  -6.06589
H  0.55124  3.05699  -7.49840
H  1.12987  4.61596  -5.37365
H  2.46814  3.70768  -6.12987
C  10.11182  -2.72125  5.29598
C  9.93581  -1.23300  5.58553
O  9.55563  -0.65287  4.33987
S  8.68811  -1.74234  3.49081
O  7.28476  -1.45841  3.69356
O  9.28235  -1.87913  2.18140
O  9.07417  -3.05589  4.37593
H  11.07346  -2.91735  4.81086
H  10.03057  -3.33019  6.20034
H  10.85125  -0.77093  5.96270
H  9.12241  -1.06385  6.29905
C  -6.59968  0.81644  1.06147
C  -5.88960  0.60878  -0.27358
O  -5.61029  1.92112  -0.75581
S  -5.34552  2.90766  0.51583
O  -3.91707  3.01580  0.71327
O  -6.21209  4.05652  0.39105
O  -5.94589  1.92767  1.67215
H  -7.65153  1.08042  0.91156
H  -6.53476  -0.06495  1.70506
H  -6.50278  0.05706  -0.99010
H  -4.93532  0.08945  -0.13579
C  -4.81749  0.61804  -7.28536
C  -4.19261  0.80960  -5.90603
O  -2.81757  0.46969  -6.06879
S  -2.34867  0.86754  -7.57952
O  -1.69902  2.15832  -7.52511
O  -1.74370  -0.29301  -8.19070
O  -3.83583  1.07318  -8.21509
H  -5.01207  -0.44040  -7.48634
H  -5.74451  1.18593  -7.40107
H  -4.65870  0.17777  -5.14621
H  -4.24651  1.85707  -5.59101
C  -11.44743  -1.37079  3.27536
C  -11.23057  -0.17994  2.34553
O  -10.01750  0.42380  2.78908
S  -9.03288  -0.73574  3.37765
O  -8.10018  -1.10680  2.33672
O  -8.61724  -0.35108  4.70644
O  -10.14952  -1.91680  3.50449
H  -11.85662  -1.04936  4.23857
H  -12.10568  -2.12423  2.83454
H  -12.05499  0.53591  2.38633
H  -11.08547  -0.50896  1.31111

Atomic forces in eV per Å
C -0.158 1.055 1.298
C -0.888 2.191 -2.548
N -1.489 -1.845 4.095
B -0.717 -2.270 -2.707
C -0.640 0.162 0.799
O 1.348 2.755 -0.489
C 0.578 0.044 0.221
N 1.989 2.066 -1.340
C -2.701 -0.151 -0.097
C -2.045 3.477 2.492
C -0.689 2.826 -1.726
C 0.740 0.993 -4.009
C 1.471 -2.366 -2.213
C 1.106 -0.308 0.208
C 1.304 -3.729 1.618
C -0.488 -0.826 2.796
N -2.959 -1.170 -2.789
P 2.182 -6.797 3.254
O -2.120 5.289 -1.632
S 4.377 7.833 5.284
C 0.702 -0.072 -2.147
O -9.090 4.139 -7.713
O 0.083 -5.798 -1.568
H -2.339 0.022 -0.018
H 0.785 -1.411 -2.151
H 0.381 -1.738 1.644
H 1.979 -0.782 -0.980
H 0.672 0.450 2.361
H -0.129 2.402 0.343
H 0.958 -1.393 1.927
H -1.595 -0.535 -1.579
H 0.833 0.165 1.826
H -0.146 0.943 0.212
H 1.768 2.009 -0.117
H 0.041 -0.358 2.468
H -0.970 2.467 -0.906
H 0.915 0.088 -2.621
H -1.531 -0.231 -2.173
H -0.205 -2.509 0.678
H 2.652 0.577 -0.360
H 0.591 -2.403 1.409
H -0.632 -0.471 2.666
H 0.786 1.011 -0.856
H -0.358 0.293 -1.394
H -0.322 -1.397 2.283
H -2.626 -0.606 -0.283
H 0.362 2.091 1.308
C -0.185 1.184 0.470
C 0.292 0.163 -0.973
O -0.409 -1.324 0.254
S -0.120 0.469 -0.752
O -1.645 0.171 0.593
O 1.411 0.391 -0.634
O 0.955 -0.382 1.170
H 0.486 0.133 -0.026
H 0.051 -0.282 0.272
H 0.026 -0.291 0.208
H -0.091 0.061 0.030
C 0.721 0.099 0.175
C -0.219 -0.352 0.711
O -0.226 -0.722 -1.021
S 0.017 -0.524 1.081
O 7.232 -5.951 1.869
O -0.978 0.482 1.045
O -0.068 0.726 -0.308
H -0.040 0.041 0.114
H -0.187 0.049 -0.262
H -0.152 0.037 -0.317
H 0.123 -0.050 -0.005
C -0.264 -0.469 -0.445
C 0.203 -0.575 0.480
O -0.130 0.890 0.658
S -0.276 0.231 0.148
O -1.766 0.218 -0.176
O 1.455 -1.339 0.044
O 0.919 0.728 -0.858
H 0.098 -0.091 0.014
H 0.223 0.598 -0.188
H 0.064 0.330 0.016
H -0.110 -0.034 0.024
C -0.399 -0.528 0.380
C -0.554 0.571 -0.008
O 0.370 -0.101 -1.085
S 0.000 -0.504 -0.311
O -1.192 -1.844 -0.701
O -0.504 1.805 0.911
O 1.056 0.242 0.583
H -0.019 0.098 0.058
H 0.311 0.035 -0.132
H 0.312 -0.029 -0.151
H -0.099 -0.100 -0.011
C -0.659 0.431 0.184
C -0.411 -0.516 -0.480
O 0.701 -0.640 0.742
S -0.205 -0.002 0.605
O -1.194 -0.012 1.595
O -0.189 -0.456 -2.038
O 0.946 0.733 -0.485
H -0.005 -0.015 -0.123
H 0.334 0.010 0.066
H 0.328 0.027 0.130
H -0.108 0.000 0.084

Summary:
* Kohn-Sham gap: 5.815 eV
* electronic energy: -5627.186094 hartree
* HOMO: -10.55 eV
* LUMO: -4.73 eV
* net charge: +1